{
  "formula": "C5H6N2S",
  "method": "ωB97M-V with the def2-TZVPD basis set",
  "species": ["C", "C", "C", "C", "C", "N", "N", "S", "H", "H", "H", "H", "H", "H"],
  "coordinates": [[1.46980, 0.26830, -0.30513], [1.91877, -1.02420, -0.20159], [0.10654, 0.29374, -0.07312], [-0.19939, -0.97676, 0.19778], [-0.88399, 1.39744, -0.18877], [0.82484, -1.77338, 0.14198], [-2.22196, 0.85009, 0.31199], [-2.64586, -0.66620, -0.17831], [1.96463, 1.14921, -0.55051], [2.78096, -1.66160, -0.00999], [-0.52167, 2.21259, 0.31129], [-0.98743, 1.73217, -1.24477], [0.79325, -2.79482, 0.43099], [-2.39848, 0.99343, 1.35817]],
  "nbo_charge": [-0.27, -0.09, -0.24, 0.17, -0.21, -0.57, -0.76, 0.32, 0.21, 0.21, 0.21, 0.20, 0.43, 0.39],
  "lumo_ha": [-0.017, -0.017],
  "max_force_ev_per_a": 5.87,
  "multiplicity": 1,
  "e_tot_ev": -19093.777,
  "charge": 0,
  "homo_ha": [-0.296, -0.296],
  "de_lowest_kj_mol": 408.45,
  "mol_weight_g_mol": 126.2
}


{
  "formula": "C3H10NOSSi",
  "method": "ωB97M-V with the def2-TZVPD basis set",
  "species": ["C", "C", "C", "N", "O", "Si", "S", "H", "H", "H", "H", "H", "H", "H", "H", "H", "H"],
  "coordinates": [[-0.74804, -1.78680, 1.32215], [-0.04978, -2.11793, -0.03005], [-0.80287, -0.33886, 0.83812], [-0.13870, -0.75021, -0.41623], [0.76654, 1.28823, -1.35235], [0.83905, 2.74037, -0.52494], [-1.83133, -0.21915, -0.66465], [-1.64408, -2.29696, 1.76434], [-0.03875, -1.87874, 2.19356], [0.95916, -2.54730, 0.10966], [-0.50164, -2.88974, -0.67543], [-0.58924, 0.48610, 1.52042], [0.52185, -0.08479, -0.87584], [0.53356, 1.40413, -2.33842], [1.62787, 2.44415, 0.81624], [1.64801, 3.38700, -1.37403], [-0.55161, 3.16048, -0.31257]],
  "nbo_charge": [-0.45, -0.24, -0.11, -0.46, -1.12, 1.21, 0.40, 0.27, 0.25, 0.25, 0.25, 0.27, 0.49, 0.53, -0.17, -0.20, -0.18],
  "lumo_ha": -0.156,
  "max_force_ev_per_a": 4.01,
  "multiplicity": 1,
  "e_tot_ev": -25514.426,
  "charge": 1,
  "homo_ha": -0.527,
  "de_lowest_kj_mol": 25.88,
  "mol_weight_g_mol": 136.3
}


{
  "formula": "C25H43As3F6N5O6OsS2Sb",
  "method": "ωB97M-V with the def2-TZVPD basis set",
  "species": ["Os", "C", "As", "C", "C", "C", "C", "C", "As", "C", "C", "C", "As", "C", "C", "H", "H", "H", "H", "H", "H", "H", "H", "H", "H", "H", "H", "H", "H", "H", "H", "H", "H", "H", "H", "H", "H", "H", "H", "H", "H", "H", "O", "N", "C", "C", "C", "C", "C", "H", "H", "H", "H", "H", "F", "C", "F", "F", "S", "O", "O", "N", "S", "O", "O", "C", "F", "F", "F", "N", "C", "O", "C", "C", "N", "C", "N", "H", "H", "C", "Sb", "C", "C", "H", "H", "H", "H", "H", "H", "H", "H", "H"],
  "coordinates": [[-0.81524, 1.32192, -0.71830], [2.27432, -3.52921, -0.45068], [0.41957, -3.44980, 0.18000], [-0.14653, -5.17944, -0.54287], [0.73674, -4.13131, 2.02321], [0.87016, -3.10173, 3.15962], [1.62515, -3.75705, 4.32398], [-0.50677, -2.74569, 3.73925], [0.26384, 1.31847, 1.37484], [1.32008, 2.84662, 1.95936], [-0.91263, 1.12061, 2.92068], [1.60325, -1.84217, 2.67357], [1.99038, -0.41488, 3.99483], [3.68946, -1.06417, 4.73067], [2.80310, 0.80150, 2.69382], [2.76665, -4.43261, -0.08974], [2.82921, -2.65319, -0.11780], [2.27263, -3.53960, -1.54020], [0.53349, -5.97334, -0.23280], [-0.15674, -5.12436, -1.63082], [-1.15624, -5.41228, -0.20479], [1.65469, -4.72231, 1.97388], [-0.06870, -4.83759, 2.24894], [1.18676, -4.72647, 4.56899], [1.59606, -3.13790, 5.22324], [2.66961, -3.91484, 4.05480], [-0.43993, -1.85695, 4.36896], [-0.88766, -3.55887, 4.36015], [1.76247, 2.60976, 2.92670], [0.68781, 3.72809, 2.07031], [2.10754, 3.04766, 1.24042], [-0.33908, 0.71994, 3.75680], [-1.72676, 0.44530, 2.66533], [-1.31180, 2.08840, 3.21338], [1.01273, -1.35151, 1.89120], [2.55404, -2.13558, 2.21856], [3.53237, -1.79782, 5.51633], [4.21197, -0.21051, 5.16193], [4.31018, -1.49662, 3.94497], [2.04806, 1.16245, 1.99439], [3.59720, 0.29742, 2.14245], [3.22400, 1.65716, 3.22034], [-2.15497, 1.44068, -2.57571], [-1.71357, 1.52288, -3.83563], [-0.90669, 2.52526, -4.21336], [-0.45925, 2.60665, -5.51478], [-0.85278, 1.65564, -6.43864], [-1.70610, 0.64195, -6.02892], [-2.12473, 0.59622, -4.72112], [-0.63943, 3.22052, -3.43449], [0.20180, 3.41798, -5.78243], [-0.50247, 1.70048, -7.45983], [-2.04566, -0.12298, -6.71138], [-2.79381, -0.15237, -4.33009], [3.54150, -1.21198, -3.18322], [2.42098, -1.31361, -2.48668], [1.90448, -2.52848, -2.64079], [2.66925, -1.09821, -1.20207], [1.18636, -0.09576, -3.12078], [0.09016, -0.16429, -2.15106], [0.88387, -0.52136, -4.44490], [1.89918, 1.30816, -3.13684], [1.87648, 2.26177, -1.89362], [2.60733, 1.82257, -0.74849], [0.52643, 2.81556, -1.63966], [2.76344, 3.73013, -2.56076], [4.02708, 3.42744, -2.78160], [2.19284, 4.14194, -3.69023], [2.67968, 4.69167, -1.65078], [-3.27196, -1.15489, -1.39361], [-2.63585, -1.18681, -0.22404], [-1.86178, -0.27891, 0.18785], [-2.85074, -2.33061, 0.62743], [-2.11606, -2.43699, 1.77220], [-1.52521, -2.48947, 2.76376], [-3.61815, -3.43325, 0.17376], [-4.23932, -4.29678, -0.26933], [-3.76822, -1.96825, -1.71958], [-3.09528, -0.35863, -2.00679], [-2.50151, 4.15215, 1.85781], [-2.41075, 3.16844, -0.02067], [-2.27105, 4.84926, -1.30291], [-4.43160, 2.57545, -0.23616], [-3.09972, 5.05521, 1.74423], [-1.50942, 4.42426, 2.21057], [-2.98066, 3.50338, 2.58737], [-3.12410, 5.50489, -1.13542], [-2.27142, 4.52224, -2.34087], [-1.34960, 5.38980, -1.09305], [-5.07806, 3.45043, -0.27483], [-4.71086, 1.95524, 0.61436], [-4.53557, 1.99786, -1.15218]],
  "mulliken_spin": [0.29, 0.00, 0.01, 0.00, 0.00, 0.01, 0.00, 0.00, 0.32, 0.03, 0.05, -0.04, -0.01, 0.00, 0.11, 0.00, 0.00, 0.00, 0.00, 0.00, 0.00, 0.00, 0.00, 0.00, 0.00, 0.00, 0.00, 0.00, 0.00, 0.01, 0.00, -0.01, -0.01, 0.02, 0.07, 0.01, 0.00, 0.00, 0.00, 0.08, 0.00, 0.01, 0.02, 0.00, 0.00, 0.00, 0.00, 0.00, 0.00, 0.00, 0.00, 0.00, 0.00, 0.00, 0.00, 0.00, 0.00, 0.00, 0.02, 0.03, 0.00, 0.00, 0.02, 0.00, 0.00, 0.00, 0.00, 0.00, 0.00, 0.00, 0.00, -0.02, 0.00, 0.00, 0.00, 0.00, 0.00, 0.00, 0.00, 0.00, -0.01, 0.00, 0.00, 0.00, 0.00, 0.00, 0.00, 0.00, 0.00, 0.00, 0.00, 0.00],
  "lumo_ha": [-0.098, -0.115],
  "max_force_ev_per_a": 2.90,
  "multiplicity": 2,
  "e_tot_ev": -275842.148,
  "charge": 1,
  "homo_ha": [-0.356, -0.389],
  "de_lowest_kj_mol": 328.37,
  "mol_weight_g_mol": 1224.5
}


{
  "formula": "C34H50BeBr2ClFMgN2O13S2",
  "method": "ωB97M-V with the def2-TZVPD basis set",
  "species": ["C", "C", "O", "C", "C", "N", "S", "C", "C", "O", "O", "C", "C", "C", "O", "C", "O", "C", "S", "C", "C", "C", "C", "O", "O", "H", "H", "H", "H", "H", "H", "H", "H", "H", "H", "H", "H", "H", "H", "H", "H", "H", "H", "H", "H", "C", "C", "C", "C", "C", "C", "H", "H", "H", "H", "H", "H", "Cl", "Be", "Br", "C", "C", "Br", "H", "H", "H", "H", "C", "C", "C", "C", "C", "C", "N", "O", "O", "H", "H", "H", "H", "H", "F", "O", "H", "C", "O", "H", "H", "H", "H", "C", "O", "C", "C", "O", "C", "H", "H", "H", "H", "H", "H", "H", "H", "H", "H", "Mg"],
  "coordinates": [[9.23117, 2.92069, -2.05415], [8.15627, 1.84113, -2.03094], [7.91251, 1.45395, -3.41849], [6.64096, 1.15904, -3.71352], [5.72358, 2.14477, -4.01709], [4.47075, 1.82604, -4.35513], [3.23965, 3.12241, -4.73025], [2.19793, 3.02209, -3.23099], [0.76227, 3.28568, -3.64548], [0.40516, 4.42990, -3.75112], [-0.06260, 2.27467, -3.91577], [-0.13095, 1.19492, -2.96610], [-1.54550, 0.96992, -2.46444], [-1.60775, -0.29937, -1.62548], [-2.11160, 2.15063, -1.80960], [-1.99204, 2.24513, -0.50624], [-3.05402, 2.29153, 0.16556], [-0.65722, 2.25229, 0.20725], [0.30554, 3.71874, -0.28213], [4.04921, 0.55621, -4.41050], [4.90754, -0.47379, -4.11389], [6.21616, -0.17611, -3.76198], [7.14673, -1.32652, -3.43100], [8.07769, -1.22761, -2.69577], [6.79726, -2.46643, -4.06982], [9.51240, 3.23242, -1.05356], [8.86669, 3.74563, -2.66894], [10.07548, 2.49793, -2.59818], [7.24674, 2.16234, -1.52005], [8.56272, 0.96263, -1.53157], [5.99985, 3.19037, -3.99142], [2.57118, 3.73482, -2.50418], [2.32404, 2.01798, -2.82224], [0.51391, 1.32179, -2.09099], [0.18166, 0.26940, -3.46472], [-2.16012, 0.78616, -3.34439], [-2.52930, -0.35613, -1.04500], [-1.61693, -1.15268, -2.30429], [-0.72249, -0.42710, -0.99926], [-0.87799, 2.25018, 1.27242], [-0.09781, 1.34307, 0.00451], [0.18524, 4.44705, 0.84146], [3.02516, 0.35468, -4.69693], [4.55431, -1.49210, -4.17375], [6.73352, -3.19365, -3.43311], [-6.97122, 0.40270, 0.86571], [-5.60201, 0.37796, 0.98749], [-4.96461, -0.75983, 1.53520], [-5.72720, -1.86943, 1.94571], [-7.09200, -1.83835, 1.81580], [-7.72272, -0.69996, 1.27871], [-7.46472, 1.27152, 0.45307], [-5.01292, 1.22625, 0.67107], [-3.88839, -0.77714, 1.63962], [-5.23867, -2.73860, 2.36242], [-7.68492, -2.68674, 2.12826], [-8.80059, -0.67943, 1.18531], [-3.00142, 4.37452, 0.58659], [2.69587, 5.48137, -5.10601], [-4.10993, 5.54303, 4.11877], [-3.42861, 3.91140, 4.93870], [-1.94035, 3.97803, 5.14119], [-1.01064, 3.72024, 3.45311], [-3.72948, 3.08714, 4.29796], [-3.93898, 3.82941, 5.89617], [-1.60506, 3.16905, 5.78231], [-1.59729, 4.92523, 5.54456], [-5.22558, -0.43608, 8.72607], [-3.99207, -0.49425, 9.36323], [-2.83384, -0.19001, 8.66508], [-2.93688, 0.17144, 7.33463], [-4.15838, 0.23063, 6.67756], [-5.30863, -0.07874, 7.38491], [-1.73085, 0.52112, 6.57261], [-0.64665, 0.46551, 7.11664], [-1.92046, 0.85279, 5.41689], [-6.12688, -0.67003, 9.27767], [-3.93165, -0.77486, 10.40551], [-1.87486, -0.23759, 9.16390], [-4.22244, 0.51429, 5.62694], [-6.26966, -0.03761, 6.89089], [-4.39586, 0.23502, 3.64858], [-0.72778, -1.37250, -4.53902], [-0.34789, -1.26935, -5.42124], [0.36813, -2.83838, 9.05631], [-0.01252, -2.04355, 10.17496], [-0.51676, -3.36234, 8.70354], [0.75593, -2.21007, 8.24978], [1.12574, -3.57195, 9.34293], [0.77188, -1.58219, 10.48367], [2.24360, -6.26964, -5.87635], [0.94020, -6.67803, -5.50493], [0.41292, -5.96675, -4.40225], [-0.48644, -4.81638, -4.82559], [0.21735, -3.82435, -5.55633], [0.09729, -3.97464, -6.96201], [2.41477, -6.59452, -6.90118], [2.36558, -5.18447, -5.82599], [2.98726, -6.74581, -5.22834], [1.22129, -5.60929, -3.75553], [-0.19244, -6.67267, -3.82715], [-0.87699, -4.33292, -3.92754], [-1.33635, -5.18599, -5.40502], [-0.85314, -3.55440, -7.30612], [0.15558, -5.02253, -7.26209], [0.91569, -3.42802, -7.42946], [4.34069, 6.20606, -7.09652]],
  "lowdin_charge": [-0.05, -0.19, -0.03, -0.21, 0.02, -0.28, 0.81, -0.36, -0.62, 0.07, 0.06, -0.13, -0.26, -0.01, 0.09, -0.58, -0.13, -0.44, 0.79, -0.07, 0.06, 0.02, -0.43, 0.20, 0.12, 0.09, 0.08, 0.09, 0.13, 0.12, 0.15, 0.08, 0.08, 0.11, 0.11, 0.17, 0.10, 0.08, 0.09, 0.01, 0.08, -0.14, 0.14, 0.14, 0.15, -0.04, -0.03, -0.03, -0.03, -0.03, 0.01, 0.12, 0.09, 0.11, 0.12, 0.12, 0.12, 0.58, 0.27, 0.62, -0.68, -0.65, 0.67, 0.04, 0.07, 0.04, 0.06, -0.06, -0.06, 0.00, -0.14, -0.01, -0.06, -0.35, 0.08, 0.03, 0.11, 0.11, 0.11, 0.07, 0.11, -0.30, -0.22, -0.05, -0.16, -0.13, 0.08, 0.07, 0.08, 0.08, -0.11, -0.18, -0.20, -0.19, -0.20, -0.10, 0.09, 0.08, 0.09, 0.12, 0.13, 0.12, 0.13, 0.10, 0.09, 0.09, 0.68],
  "lumo_ha": -0.352,
  "max_force_ev_per_a": 1.86,
  "multiplicity": 1,
  "e_tot_ev": -248471.721,
  "charge": 2,
  "homo_ha": -0.405,
  "de_lowest_kj_mol": 0.00,
  "mol_weight_g_mol": 1006.5
}